# 1
The following is a quantum chemistry calculation of a 2-piece molecular cluster, C25H21N4O8S overall in a non-equilibrium geometry, from OMol25.

Atoms and positions in Å:
C: 6.85761 1.15468 2.60809
C: 5.62285 0.59829 1.96323
C: 4.71820 -0.15086 2.71865
C: 3.56568 -0.68095 2.14040
C: 3.28830 -0.43602 0.78889
S: 1.80495 -1.11009 0.06158
O: 2.11490 -1.83981 -1.13784
O: 0.98687 -1.67205 1.10815
N: 0.92142 0.23009 -0.59395
C: 0.41151 1.27153 0.20327
C: 0.60019 1.51648 1.54944
C: 0.10057 2.72230 2.05883
N: 0.27855 2.99039 3.44901
O: -0.17622 4.04909 3.93667
O: 0.89122 2.14272 4.14143
C: -0.56000 3.65769 1.20781
C: -0.75232 3.37759 -0.14725
C: -0.26729 2.17089 -0.66148
C: -0.11151 1.62292 -2.00400
N: -0.33847 2.32865 -3.19812
O: -1.12798 3.30360 -3.18149
O: 0.28884 1.97737 -4.21644
C: 0.55177 0.40790 -1.90431
C: 4.21393 0.26810 0.00981
C: 5.35368 0.80606 0.60593
H: 7.44724 1.71940 1.88398
H: 6.60614 1.81960 3.44142
H: 7.48503 0.35288 3.01245
H: 4.92029 -0.32497 3.77745
H: 2.87509 -1.27315 2.73576
H: 1.11148 0.81306 2.19761
H: -0.90145 4.59177 1.64662
H: -1.25470 4.07347 -0.81744
H: 0.97707 -0.17899 -2.70226
H: 4.03761 0.39243 -1.05582
H: 6.05792 1.39309 0.01278
C: -6.48815 -1.35783 0.35471
C: -5.58282 -0.38594 -0.09502
C: -4.26134 -0.75029 -0.37998
C: -3.81677 -2.05352 -0.12973
C: -2.37173 -2.40480 -0.44039
C: -2.14471 -2.18980 -1.93951
C: -0.97306 -2.86325 -2.66103
O: -0.83657 -2.07096 -3.85541
C: -1.50924 -0.86036 -3.62874
O: -1.58837 -0.02744 -4.51306
N: -1.92451 -0.83647 -2.31114
C: -4.73746 -3.03441 0.26898
C: -6.07321 -2.68874 0.49984
H: -7.51745 -1.07882 0.58782
H: -5.89067 0.65193 -0.23197
H: -3.56406 -0.05063 -0.84657
H: -1.67520 -1.76301 0.12108
H: -2.16805 -3.45539 -0.20169
H: -3.05875 -2.64030 -2.42434
H: -0.05513 -2.79658 -2.05389
H: -1.18852 -3.90150 -2.93649
H: -4.38959 -4.06532 0.37702
H: -6.78366 -3.46171 0.80066

Values from the calculation:
- E_HOMO (eV) = -3.940
- charge = -1
- energy (eV) = -59436.748
- lowest unoccupied orbital energy (hartree) = 0.045
- spin multiplicity = 1
- gap between HOMO and LUMO (eV) = 5.16

---

# 2
The following is a quantum chemistry calculation of C20H38HgO38PS8 as an isolated structure in a non-equilibrium geometry, from OMol25.

Atoms and positions in Å:
Hg: 1.70898 -1.98717 1.85519
P: 0.55419 -0.23575 0.47508
O: -0.14971 -0.61452 1.83641
O: -0.22630 0.67855 -0.47823
O: 0.67872 -1.72872 -0.00357
O: 2.08439 0.07091 0.79097
C: -1.15991 2.25785 2.98487
C: -2.11270 1.24589 3.54492
O: -2.07188 1.23121 4.96234
S: -1.67232 2.72657 5.46768
O: -0.64686 2.72936 6.46245
O: -2.92154 3.37868 5.75918
O: -0.99865 3.19184 4.04950
H: -1.49071 2.81158 2.11097
H: -0.21208 1.73614 2.82196
H: -2.02081 0.27350 3.05621
H: -3.15881 1.42746 3.25356
C: 6.67557 0.36530 -0.50411
C: 5.77116 1.19638 0.43967
O: 6.64340 1.68975 1.42749
S: 8.15941 1.80991 0.92745
O: 9.05686 1.14460 1.81636
O: 8.42181 3.17504 0.58482
O: 7.96095 0.90822 -0.38924
H: 6.22128 0.36882 -1.49570
H: 6.72163 -0.69318 -0.22911
H: 4.88845 0.63375 0.76107
H: 5.19786 1.92749 -0.14409
C: -1.31760 -0.75388 -3.18399
C: -1.60255 0.76545 -3.13270
O: -2.51518 1.02647 -4.18196
S: -3.38078 -0.28027 -4.54514
O: -3.58100 -0.35674 -5.94777
O: -4.47700 -0.39603 -3.62553
O: -2.17287 -1.32867 -4.13447
H: -1.44089 -1.14467 -2.17105
H: -0.27438 -0.95601 -3.42818
H: -0.73989 1.42095 -3.22922
H: -2.06580 1.04252 -2.18580
C: 0.38847 -3.95159 -1.81775
C: -0.79601 -4.66949 -2.44026
O: -0.25648 -5.75501 -3.15636
S: 1.08134 -5.19719 -3.95309
O: 0.72338 -4.57166 -5.19808
O: 2.10476 -6.19917 -3.95085
O: 1.40162 -4.05290 -2.82251
H: 0.66019 -4.28404 -0.81640
H: 0.19003 -2.88280 -1.76887
H: -1.37655 -3.95802 -3.04044
H: -1.59019 -5.06306 -1.80679
C: 2.55555 -1.01369 -2.59085
C: 2.50993 0.48099 -2.43412
O: 3.31130 1.03163 -3.50134
S: 4.09843 -0.11822 -4.32095
O: 5.42992 -0.24426 -3.81292
O: 3.87010 0.10593 -5.72346
O: 3.19812 -1.38253 -3.81249
H: 1.58187 -1.49573 -2.70352
H: 2.94522 -1.57113 -1.73467
H: 2.94716 0.78837 -1.48783
H: 1.49188 0.84872 -2.54471
C: -2.82761 3.54090 -0.22302
C: -3.37406 2.14623 -0.00712
O: -4.59619 2.24154 0.69461
S: -4.77843 3.73142 1.34989
O: -4.86611 3.63925 2.79156
O: -5.75458 4.48330 0.62886
O: -3.28128 4.26874 0.93526
H: -3.15587 4.09067 -1.10981
H: -1.74310 3.59077 -0.30095
H: -2.51759 1.61811 0.43130
H: -3.54034 1.57507 -0.92023
C: -3.13546 -1.33736 0.06015
C: -2.32561 -2.48916 0.56911
O: -3.31692 -3.55286 0.60441
S: -4.28120 -3.45354 -0.69611
O: -5.66365 -3.69426 -0.33741
O: -3.80180 -4.18174 -1.84546
O: -4.08418 -1.81937 -0.88889
H: -2.42953 -0.60152 -0.32453
H: -3.68892 -1.04083 0.95685
H: -1.84064 -2.47378 1.53558
H: -1.62713 -2.86706 -0.18542
C: 1.70664 3.19875 -0.74259
C: 1.32230 3.97288 0.51539
O: 1.97346 5.26295 0.41404
S: 2.94144 5.31384 -0.91757
O: 4.18913 5.84636 -0.46324
O: 2.23477 5.87569 -2.02749
O: 3.02117 3.69202 -0.95170
H: 0.96371 3.42834 -1.51137
H: 1.69479 2.12937 -0.56793
H: 1.72146 3.59603 1.45445
H: 0.24141 4.11127 0.49993
O: 0.82749 -2.96796 3.77035
C: -0.36444 -2.86177 4.02356
O: -1.21370 -3.81450 3.73300
C: -2.48793 -3.57555 4.35252
C: -2.52998 -2.06449 4.51322
C: -1.03220 -1.83431 4.86041
H: -2.54799 -4.11023 5.30829
H: -3.25169 -4.13671 3.81345
H: -3.27774 -1.64668 5.18381
H: -2.81264 -1.60072 3.56501
H: -0.79263 -2.00233 5.91148
H: -0.70110 -0.83052 4.60432

Values from the calculation:
- E_HOMO (eV) = -7.834
- charge = -1
- energy (eV) = -199302.106
- relative energy (zero: lowest compared OMol25 entry of this formula, charge and spin) (kcal per mole) = 70.8
- lowest unoccupied orbital energy (hartree) = -0.035
- spin multiplicity = 1
- gap between HOMO and LUMO (eV) = 6.89

---

# 3
The following is a quantum chemistry calculation of one molecule with the formula C4H6N2S in a non-equilibrium geometry, from OMol25.

Atoms and positions in Å:
C: -1.46336 1.57145 1.05407
C: 1.60271 0.12454 -0.11515
C: -0.09272 -1.50829 0.06738
C: -1.39999 1.05105 -0.17689
N: -1.40538 2.08006 2.09015
N: 0.96603 -0.91962 -0.63370
S: -1.73484 -0.58865 -0.59526
H: 2.25328 0.80342 -0.77812
H: 1.56580 0.25309 0.93229
H: -0.29312 -2.45596 -0.13772
H: -0.01236 -1.24126 1.02906
H: -1.03188 1.65236 -1.07722
H: 1.04584 -0.82219 -1.65887

Values from the calculation:
- E_HOMO (spin up / spin down) (eV) = -7.379 / -7.435
- charge = 0
- energy (eV) = -18056.815
- relative energy (zero: lowest compared OMol25 entry of this formula, charge and spin) (kcal per mole) = 95.9
- lowest unoccupied orbital energy (spin up / spin down) (hartree) = -0.033 / -0.030
- spin multiplicity = 1
- gap between HOMO and LUMO (spin up / spin down) (eV) = 6.48 / 6.62

---

# 4
The following is a quantum chemistry calculation of C50H51CaI2N7O16 as an isolated structure in a non-equilibrium geometry, from OMol25.

Atoms and positions in Å:
Ca: -2.20910 0.26712 1.03630
I: -3.75813 -0.49074 3.57304
I: -1.00067 0.41882 -1.87978
C: -7.04576 -3.24910 -2.44285
C: -6.08941 -2.24414 -2.55963
C: -5.11294 -2.07491 -1.60096
C: -5.19984 -2.92203 -0.51969
C: -6.14805 -3.86403 -0.28687
C: -7.09130 -3.97655 -1.27310
N: -4.09373 -2.71301 0.43857
O: -3.50805 -1.65236 0.46656
O: -3.73111 -3.57919 1.24366
H: -7.77228 -3.35156 -3.23351
H: -5.99999 -1.75907 -3.53520
H: -4.16718 -1.47565 -1.65199
H: -6.18968 -4.33966 0.69181
H: -7.83333 -4.73172 -1.11277
C: 0.00803 5.80672 -2.20784
C: 0.51525 4.72476 -1.52516
C: -0.16229 4.14308 -0.46772
C: -1.38233 4.70622 -0.14665
C: -1.87800 5.87585 -0.74148
C: -1.14821 6.44980 -1.77057
N: -2.35163 3.98274 0.75127
O: -3.45491 4.43335 0.88450
O: -1.96683 2.88708 1.13283
H: 0.58478 6.26002 -2.99623
H: 1.54326 4.34432 -1.62611
H: 0.18000 3.21725 0.05687
H: -2.74205 6.30397 -0.24799
H: -1.53479 7.31487 -2.26527
C: 4.67940 -5.08173 -0.06453
C: 3.72252 -4.13770 -0.58109
C: 3.25695 -3.05071 0.20415
C: 3.73280 -2.99530 1.47174
C: 4.77488 -3.74626 1.94659
C: 5.24646 -4.78899 1.17389
N: 3.18593 -1.87608 2.23810
O: 4.03981 -1.32179 2.92266
O: 2.02624 -1.62339 2.22716
H: 5.11022 -5.90086 -0.69868
H: 3.38643 -4.17067 -1.62777
H: 2.47763 -2.38856 -0.20765
H: 5.08321 -3.56665 2.95919
H: 5.96237 -5.48287 1.64234
C: 1.48494 -0.78332 7.09263
C: 2.58922 -0.39104 6.27630
C: 2.30714 0.11741 5.03727
C: 0.96525 0.24450 4.64349
C: -0.12585 -0.25529 5.41610
C: 0.14167 -0.78682 6.71754
N: 0.67954 0.98092 3.38317
O: 1.56581 1.61096 2.86437
O: -0.46023 1.00034 2.90285
H: 1.62908 -1.04177 8.11858
H: 3.59574 -0.54855 6.64255
H: 3.11756 0.56589 4.45196
H: -1.18336 -0.15399 4.99551
H: -0.73284 -1.12020 7.27374
C: 5.64557 3.00980 2.74513
C: 5.30246 1.71106 2.40567
C: 6.21234 0.72406 2.20866
C: 7.53568 1.05838 2.33211
C: 7.91713 2.36313 2.68925
C: 6.95961 3.31103 2.89578
N: 8.55100 0.08522 2.12593
O: 8.20861 -1.08615 1.82910
O: 9.68002 0.46135 2.35145
H: 4.86651 3.70798 2.88531
H: 4.25694 1.41137 2.28285
H: 5.91016 -0.22536 1.81538
H: 8.97301 2.51244 2.75408
H: 7.38466 4.30764 3.14214
C: 0.78048 -5.71285 -0.78178
C: 0.34240 -4.50970 -1.32825
C: -0.30606 -3.60239 -0.55341
C: -0.17437 -3.79300 0.82116
C: 0.27618 -4.97357 1.45205
C: 0.69170 -5.91485 0.58528
N: -0.67190 -2.77750 1.72845
O: -0.91059 -3.02052 2.89001
O: -0.76308 -1.63955 1.21111
H: 1.35484 -6.43731 -1.37664
H: 0.41640 -4.31310 -2.39031
H: -0.72467 -2.59585 -0.82630
H: 0.27863 -4.97979 2.49015
H: 1.10928 -6.83782 0.93937
C: -3.87282 4.22202 -4.64336
C: -5.11581 3.73638 -5.13561
C: -5.38608 2.42038 -5.30276
C: -4.36224 1.53666 -5.15806
C: -3.08150 1.93737 -4.81163
C: -2.85449 3.27931 -4.49090
N: -4.62895 0.06708 -5.26140
O: -5.78811 -0.35379 -5.34785
O: -3.69221 -0.65357 -5.20141
H: -3.78777 5.29289 -4.37707
H: -5.97747 4.38383 -5.28756
H: -6.31756 2.00522 -5.63479
H: -2.27862 1.22453 -4.81518
H: -1.91044 3.53693 -4.08050
C: 5.50397 0.21021 -2.69938
C: 4.45124 1.34000 -2.79118
C: 3.50239 0.94374 -1.70135
O: 4.25303 0.17283 -0.71250
C: 5.58839 0.01247 -1.21045
H: 6.41937 0.43377 -3.25254
H: 5.04028 -0.69322 -3.11148
H: 4.08437 1.37772 -3.80032
H: 4.86421 2.30745 -2.55458
H: 2.54260 0.45139 -1.97866
H: 3.15193 1.83471 -1.16401
H: 5.97067 -0.99851 -1.00511
H: 6.17073 0.86721 -0.82148
C: -6.57741 1.22878 -0.28313
C: -6.02721 1.86282 -1.58460
C: -4.53162 1.53848 -1.57104
O: -4.21246 1.19767 -0.17686
C: -5.42505 1.20610 0.71813
H: -6.96170 0.23189 -0.49194
H: -7.46558 1.68532 0.06535
H: -6.27827 2.92140 -1.54108
H: -6.56716 1.47576 -2.42812
H: -3.88257 2.37602 -1.86593
H: -4.34542 0.62802 -2.12496
H: -5.39026 2.12989 1.32492
H: -5.44566 0.35895 1.38049

Values from the calculation:
- E_HOMO (eV) = -7.420
- charge = 0
- energy (eV) = -130491.909
- lowest unoccupied orbital energy (hartree) = -0.026
- spin multiplicity = 1
- gap between HOMO and LUMO (eV) = 6.70

---

Look up the energy of the third one.
-18056.815 eV

---

What is the spin multiplicity in the third record?
1